This record from the Open Molecules 2025 dataset describes a single C26H23ClN4O3 molecule. The level of theory is ωB97M-V with the def2-TZVPD basis set.

Cartesian coordinates (Å):
Cl: 1.821 -5.119 -3.504
O: 2.722 3.676 -2.230
O: -3.284 3.322 2.406
O: -1.993 -0.820 1.043
N: 2.166 1.514 -2.457
N: -3.992 1.537 3.590
N: 2.523 -0.802 -0.845
N: -2.652 1.243 1.713
C: 4.209 -2.529 -0.743
C: 2.755 -4.127 -2.433
C: -1.924 1.809 0.616
C: -3.455 -2.061 3.167
C: -0.448 2.769 -1.528
C: 4.676 -3.778 -1.092
C: -4.070 0.184 3.817
C: -4.181 -2.566 4.223
C: -3.304 2.125 2.558
C: 1.250 0.402 -2.573
C: 2.996 -2.038 -1.249
C: 3.959 -4.600 -1.946
C: -4.854 -1.699 5.079
C: -4.803 -0.335 4.883
C: 3.495 1.085 -2.069
C: 1.869 2.833 -2.434
C: 0.413 3.224 -2.673
C: -1.630 2.071 -1.742
C: -0.040 3.017 -0.221
C: -0.769 2.537 0.850
C: -2.369 1.591 -0.677
C: -2.623 -0.146 1.828
C: -3.394 -0.684 2.953
C: 2.271 -2.874 -2.106
C: 3.426 0.325 -0.735
C: 1.205 -0.347 -1.229
H: 5.613 -4.126 -0.684
H: 0.399 4.315 -2.736
H: 4.320 -5.577 -2.220
H: 0.855 0.344 -0.455
H: -1.978 1.895 -2.750
H: -5.325 0.338 5.548
H: 4.122 1.973 -1.977
H: -0.443 2.719 1.863
H: -2.921 -2.703 2.484
H: 1.332 -2.565 -2.532
H: 3.902 0.426 -2.845
H: -3.278 1.034 -0.846
H: 1.630 -0.270 -3.352
H: 0.254 0.735 -2.849
H: -4.478 2.173 4.209
H: 0.505 -1.180 -1.260
H: 0.055 2.821 -3.621
H: 4.425 -0.002 -0.456
H: 3.045 0.995 0.042
H: 0.866 3.578 -0.049
H: -5.424 -2.096 5.905
H: -4.230 -3.631 4.389
H: 4.784 -1.937 -0.049

The SMILES is O=C(Cc1ccc(-n2c(=O)[nH]c3ccccc3c2=O)cc1)N1CCN(c2cccc(Cl)c2)CC1. Its LUMO energy is 0.13 eV. The calculation puts the largest force on an atom at 0.63 eV/Å. Its HOMO energy is -7.720 eV.